No. 1
A gas-phase ion, C5H12N3S (charge +1) at a distorted geometry, computed with ωB97M-V/def2-TZVPD.

Its energy above the lowest of the compared OMol25 structures with the same formula, charge and spin is 79.21 kcal/mol. The value obtained for the electronic energy is -20675.4177 eV.

ORCA input file:
```
! RIJCOSX wB97M-V def2-TZVPD def2/J DEFGRID3
* xyz 1 1
C 1.534 1.239 0.651
C 0.124 -0.545 0.508
C -1.448 -1.517 -1.072
C -0.853 1.640 1.253
C -1.226 -1.208 0.451
N 2.186 1.011 -0.432
N 0.241 0.746 0.862
N 1.769 0.394 -1.526
S 1.441 -1.699 0.374
H 1.899 2.071 1.246
H -1.387 -0.534 -1.664
H -2.306 -2.236 -1.253
H -0.629 -1.957 -1.638
H -1.659 1.757 0.421
H -1.471 1.370 2.144
H -0.655 2.647 1.458
H -1.197 -2.296 0.825
H -2.034 -0.683 0.978
H 0.939 -0.076 -1.585
H 2.238 0.613 -2.376
H 2.494 -0.735 0.376
*
```

No. 2
A molecular structure, C9H16AlN2PS at a distorted geometry, computed with ωB97M-V/def2-TZVPD.

Its energy above the lowest of the compared OMol25 structures with the same formula, charge and spin is 0.00 kcal/mol. The value obtained for the electronic energy is -39290.0279 eV.

ORCA input file:
```
! RIJCOSX wB97M-V def2-TZVPD def2/J DEFGRID3
* xyz 0 1
C -0.559 0.237 -3.646
C -1.330 1.419 -3.572
C -0.508 2.496 -3.148
C 0.784 1.983 -2.939
C 0.807 0.520 -3.103
Al 1.684 -1.188 -1.498
P 0.033 -2.867 -1.540
H -0.879 -0.745 -3.959
H -2.399 1.487 -3.797
H -0.829 3.493 -2.946
H 1.661 0.089 -3.668
H 1.660 2.555 -2.629
H 0.768 -3.974 -2.100
H -1.219 -2.834 -2.320
H -0.354 -3.317 -0.189
S 1.726 0.555 -0.061
C 0.791 0.260 1.413
N -0.551 0.189 1.415
C -1.326 -0.188 2.604
C -0.599 0.243 3.851
C 0.851 -0.194 3.852
N 1.458 0.180 2.577
H -0.965 0.139 0.503
H -1.509 -1.266 2.587
H -2.306 0.321 2.531
H -1.104 -0.165 4.729
H -0.624 1.343 3.929
H 0.937 -1.283 4.007
H 1.430 0.310 4.639
H 2.470 0.203 2.478
*
```

No. 3
A molecular structure, C30H22ClIrN5O2S at a distorted geometry, computed with ωB97M-V/def2-TZVPD.

Its energy above the lowest of the compared OMol25 structures with the same formula, charge and spin is 0.00 kcal/mol. The value obtained for the electronic energy is -69203.4936 eV.

ORCA input file:
```
! RIJCOSX wB97M-V def2-TZVPD def2/J DEFGRID3
* xyz 1 1
Ir 1.449 0.378 -1.571
Cl 6.727 5.245 -0.784
C 5.590 4.060 -1.323
C 5.962 3.143 -2.315
C 5.076 2.196 -2.760
C 3.779 2.086 -2.220
O 2.991 1.142 -2.703
C 3.404 3.036 -1.230
C 2.058 3.164 -0.767
N 1.137 2.272 -0.934
C -0.244 2.554 -0.766
C -0.809 3.609 -0.103
C -2.209 3.776 -0.119
C -3.023 2.927 -0.813
C -2.470 1.830 -1.514
C -3.215 0.912 -2.286
C -2.571 -0.103 -2.937
C -1.185 -0.255 -2.789
N -0.472 0.591 -2.074
C -1.081 1.646 -1.452
C 4.325 4.020 -0.808
H 6.958 3.196 -2.734
H 5.358 1.499 -3.536
H 1.780 4.109 -0.311
H -0.202 4.321 0.438
H -2.636 4.610 0.420
H -4.093 3.084 -0.838
H -4.289 1.022 -2.357
H -3.107 -0.817 -3.544
H -0.655 -1.076 -3.246
H 4.020 4.748 -0.067
C -5.455 -2.667 7.038
C -4.730 -2.095 5.845
O -5.247 -1.386 5.025
S -3.016 -2.588 5.865
C -2.247 -1.963 4.398
C -2.762 -0.992 3.544
C -2.031 -0.608 2.433
C -0.782 -1.163 2.153
C -0.268 -2.122 3.028
C -0.994 -2.517 4.134
C -0.060 -0.752 0.985
C 0.549 -0.377 0.010
H -6.491 -2.343 6.998
H -4.993 -2.312 7.960
H -5.398 -3.755 7.034
H -3.719 -0.542 3.746
H -2.433 0.149 1.770
H 0.708 -2.551 2.841
H -0.583 -3.263 4.803
N 0.777 -4.992 -1.918
C 1.423 -3.899 -2.377
C 1.146 -2.621 -1.853
N 1.791 -1.554 -2.312
C 2.706 -1.716 -3.285
C 2.950 -2.983 -3.779
N 2.326 -4.066 -3.342
H 0.129 -4.941 -1.155
H 1.025 -5.890 -2.294
H 0.435 -2.462 -1.053
H 3.207 -0.828 -3.639
H 3.684 -3.123 -4.562
*
```

No. 4
20 unconnected molecules or ions with the total composition C32H48BrCl39O2 at a distorted geometry, computed with ωB97M-V/def2-TZVPD.

Its energy above the lowest of the compared OMol25 structures with the same formula, charge and spin is 174.62 kcal/mol. The value obtained for the electronic energy is -596461.9419 eV.

ORCA input file:
```
! RIJCOSX wB97M-V def2-TZVPD def2/J DEFGRID3
* xyz 0 1
O 5.406 -1.612 2.830
C 4.366 -1.862 1.993
C 4.158 -3.265 1.160
C 2.926 -3.460 0.320
C 1.710 -2.320 0.198
O 0.667 -2.694 -0.577
C 1.860 -0.878 0.963
C 0.778 0.356 0.927
C -0.648 0.217 0.094
C -1.744 -0.384 1.189
C -2.050 -1.988 1.002
Br -1.049 -3.079 2.397
C 0.989 1.814 1.719
C 2.344 2.044 2.617
Cl 2.596 3.645 3.553
C 3.424 0.779 2.660
C 3.232 -0.647 1.870
H 4.974 -4.129 1.206
H 2.848 -4.487 -0.280
H -1.017 1.332 -0.125
H -0.567 -0.415 -0.887
H -1.259 -0.270 2.273
H -2.757 0.204 1.195
H -1.898 -2.390 -0.091
H -3.201 -2.147 1.254
H 0.184 2.667 1.639
H 4.378 0.958 3.339
C -1.005 5.576 1.015
Cl -1.576 4.023 1.638
Cl -0.382 5.411 -0.631
H -1.836 6.285 1.012
H -0.206 5.946 1.662
C -0.255 4.380 5.441
Cl -1.459 5.671 5.542
Cl -1.015 2.830 5.062
H 0.464 4.625 4.655
H 0.260 4.299 6.401
C -0.855 -3.290 -3.729
Cl -2.059 -2.000 -3.628
Cl -1.615 -4.841 -4.108
H -0.136 -3.045 -4.515
H -0.340 -3.371 -2.769
C 0.079 -7.742 -5.945
Cl 0.720 -7.102 -7.463
Cl 1.057 -9.094 -5.361
H 0.083 -6.949 -5.194
H -0.945 -8.089 -6.109
C -0.622 -3.629 -7.720
Cl 0.081 -2.256 -6.856
Cl -2.387 -3.604 -7.622
H -0.323 -3.579 -8.770
H -0.254 -4.556 -7.274
C 0.454 8.688 3.201
Cl 0.140 9.029 1.495
Cl 1.374 7.190 3.391
H 1.027 9.514 3.629
H -0.499 8.589 3.725
C 4.198 2.759 6.884
Cl 2.450 2.531 6.760
Cl 4.610 3.780 8.267
H 4.676 1.784 7.007
H 4.561 3.235 5.970
C -0.656 -7.550 -1.051
Cl -1.613 -8.005 -2.466
Cl -0.312 -5.816 -1.047
H -1.214 -7.804 -0.147
H 0.289 -8.099 -1.069
C -5.061 5.226 6.632
Cl -6.306 4.488 5.617
Cl -5.699 6.624 7.506
H -4.706 4.487 7.354
H -4.232 5.551 5.999
C -5.330 -0.605 -1.793
Cl -6.363 -0.071 -0.462
Cl -3.982 -1.584 -1.199
H -5.925 -1.204 -2.487
H -4.932 0.272 -2.309
C 4.993 6.488 2.672
Cl 6.047 7.038 1.365
Cl 5.888 6.333 4.189
H 4.186 7.212 2.808
H 4.573 5.514 2.406
C -5.986 -1.177 -6.056
Cl -7.019 -0.643 -4.725
Cl -4.639 -2.155 -5.462
H -6.581 -1.775 -6.750
H -5.589 -0.300 -6.572
C 4.136 -9.322 -7.692
Cl 3.821 -8.980 -9.397
Cl 5.055 -10.820 -7.502
H 4.709 -8.496 -7.263
H 3.182 -9.421 -7.167
C -3.800 -9.602 -4.805
Cl -5.432 -10.175 -4.441
Cl -3.776 -8.656 -6.299
H -3.451 -8.974 -3.981
H -3.137 -10.463 -4.919
C 2.480 4.789 -3.229
Cl 0.732 4.561 -3.353
Cl 2.892 5.810 -1.846
H 2.958 3.814 -3.106
H 2.843 5.265 -4.143
C -9.464 2.565 0.184
Cl -8.410 3.115 -1.124
Cl -8.569 2.411 1.701
H -10.271 3.290 0.320
H -9.883 1.592 -0.082
C 7.492 -3.018 5.082
Cl 8.331 -4.568 5.227
Cl 7.153 -2.328 6.674
H 8.121 -2.324 4.520
H 6.549 -3.173 4.553
C -3.691 9.389 3.973
Cl -3.050 10.029 2.455
Cl -2.712 8.037 4.558
H -3.686 10.182 4.724
H -4.714 9.042 3.809
C 7.069 0.551 0.035
Cl 5.824 -0.187 -0.980
Cl 6.431 1.948 0.909
H 7.424 -0.189 0.757
H 7.898 0.876 -0.598
*
```

No. 5
3 unconnected molecules or ions with the total composition C3H12NO2S, computed with ωB97M-V/def2-TZVPD.

Its energy above the lowest of the compared OMol25 structures with the same formula, charge and spin is 22.36 kcal/mol. The value obtained for the electronic energy is -19726.8368 eV.

ORCA input file:
```
! RIJCOSX wB97M-V def2-TZVPD def2/J DEFGRID3
* xyz -1 1
C 0.539 1.057 -0.142
C -0.719 1.552 -0.855
S -1.843 2.628 0.129
C 1.809 1.258 -0.957
N 3.067 1.073 -0.228
H 0.452 0.013 0.181
H 0.589 1.597 0.810
H -1.372 0.751 -1.213
H -0.440 2.097 -1.749
H 1.853 2.244 -1.400
H 1.748 0.583 -1.820
H 3.182 1.828 0.436
H 3.026 0.219 0.311
H -4.486 -0.145 -0.067
H -3.852 1.185 0.457
O -4.358 0.391 0.726
H 1.038 -6.173 1.820
H -0.373 -5.997 1.377
O 0.140 -6.161 2.181
*
```

No. 6
2 unconnected molecules or ions with the total composition C5H10O2, computed with ωB97M-V/def2-TZVPD.

Its energy above the lowest of the compared OMol25 structures with the same formula, charge and spin is 129.62 kcal/mol. The value obtained for the electronic energy is -9437.4223 eV.

ORCA input file:
```
! RIJCOSX wB97M-V def2-TZVPD def2/J DEFGRID3
* xyz 0 1
C -0.233 1.169 1.594
C -1.703 -0.044 0.364
O -0.866 -0.939 -0.073
C 0.338 -0.453 -0.568
C 1.440 -1.471 -0.511
C 0.227 0.348 -1.787
O 1.171 0.703 -2.467
H 0.760 1.163 2.059
H -0.457 2.189 1.275
H -0.923 0.894 2.397
H -2.541 -0.457 0.920
H -1.845 0.888 -0.177
H 0.258 0.538 0.570
H 2.334 -1.018 -0.949
H 1.662 -1.771 0.518
H 1.191 -2.366 -1.093
H -0.815 0.628 -2.074
*
```

No. 7
2 unconnected molecules or ions with the total composition C3H2Cl3NO at a distorted geometry, computed with ωB97M-V/def2-TZVPD.

Its energy above the lowest of the compared OMol25 structures with the same formula, charge and spin is 0.00 kcal/mol. Its SMILES is N#CC(=O)C(Cl)Cl.Cl. The value obtained for the electronic energy is -44246.9717 eV.

ORCA input file:
```
! RIJCOSX wB97M-V def2-TZVPD def2/J DEFGRID3
* xyz 0 1
C 2.376 0.012 -1.816
C 0.246 -1.077 -1.256
C 0.909 0.206 -1.701
N 3.487 -0.127 -2.038
O 0.329 1.254 -1.839
Cl 0.760 -2.447 -2.326
Cl 0.685 -1.175 0.459
Cl 0.184 2.231 2.191
H -0.780 -1.002 -1.542
H 0.088 0.995 1.738
*
```

No. 8
A molecular structure, C25H30CoN3O3, computed with ωB97M-V/def2-TZVPD.

Its energy above the lowest of the compared OMol25 structures with the same formula, charge and spin is 1.40 kcal/mol. The value obtained for the electronic energy is -74651.6465 eV.

ORCA input file:
```
! RIJCOSX wB97M-V def2-TZVPD def2/J DEFGRID3
* xyz 0 1
Co 0.752 1.260 -0.075
C 4.652 1.196 -1.262
C 3.443 2.015 -0.855
C 3.832 3.389 -0.334
O 2.696 1.302 0.168
C 2.456 2.176 -2.040
O 2.874 2.646 -3.075
O 1.224 1.835 -1.804
H 5.339 1.088 -0.418
H 5.167 1.709 -2.073
H 4.363 0.205 -1.610
H 4.535 3.296 0.496
H 2.953 3.934 0.010
H 4.304 3.957 -1.135
H 3.229 1.021 0.917
C -1.758 1.800 -1.633
N -1.093 1.716 -0.334
C -1.655 2.119 0.753
C -0.908 1.951 1.954
C -1.119 2.141 3.316
C 0.021 1.637 3.954
C 0.871 1.164 2.955
N 0.314 1.352 1.747
C -2.122 0.436 -2.165
C -3.301 -0.181 -1.765
C -3.611 -1.460 -2.204
C -2.737 -2.128 -3.051
C -1.566 -1.512 -3.465
C -1.260 -0.232 -3.027
H -1.068 2.293 -2.317
H -2.654 2.419 -1.529
H -2.655 2.546 0.741
H -1.986 2.587 3.777
H 0.215 1.611 5.014
H 1.831 0.683 3.070
H -3.981 0.341 -1.099
H -4.530 -1.935 -1.885
H -2.973 -3.128 -3.392
H -0.882 -2.032 -4.124
H -0.340 0.250 -3.333
C -2.908 -2.041 2.887
N -1.675 -2.297 2.166
C -0.564 -2.423 3.094
C -1.434 -1.224 1.207
C -0.334 -1.550 0.221
C -0.266 -2.878 -0.215
C 0.658 -3.303 -1.147
C 1.546 -2.390 -1.686
C 1.494 -1.065 -1.279
C 0.567 -0.630 -0.322
H -3.095 -2.846 3.598
H -3.746 -1.999 2.189
H -2.876 -1.090 3.448
H -0.745 -3.256 3.774
H -0.419 -1.506 3.691
H 0.358 -2.624 2.546
H -1.221 -0.288 1.727
H -2.361 -1.080 0.644
H -0.969 -3.577 0.220
H 0.678 -4.341 -1.456
H 2.271 -2.694 -2.431
H 2.168 -0.364 -1.744
*
```

No. 9
6 unconnected molecules or ions with the total composition C37H32BFN2O26P at a distorted geometry, computed with ωB97M-V/def2-TZVPD.

Its energy above the lowest of the compared OMol25 structures with the same formula, charge and spin is 0.00 kcal/mol. The value obtained for the electronic energy is -107781.4955 eV.

ORCA input file:
```
! RIJCOSX wB97M-V def2-TZVPD def2/J DEFGRID3
* xyz 1 1
O -4.308 3.495 0.069
P -4.101 3.715 1.479
O -5.046 2.922 2.442
O -4.195 5.229 1.904
N -2.477 3.198 2.006
C -1.459 4.021 2.170
C -0.240 3.559 2.615
F 0.729 4.427 2.773
C -0.085 2.218 2.908
C 1.173 1.666 3.477
C 1.005 1.295 4.975
C -0.040 2.090 5.722
O 0.055 1.676 7.079
C -1.225 1.416 2.635
B -1.177 -0.191 2.821
O -0.872 -0.957 1.758
O -1.431 -0.726 4.045
N -2.372 1.876 2.204
H -4.621 2.569 3.232
H -3.778 5.394 2.760
H -1.596 5.066 1.944
H 1.568 0.837 2.904
H 1.903 2.464 3.449
H 1.942 1.396 5.503
H 0.707 0.257 5.038
H -1.051 1.860 5.386
H 0.156 3.160 5.675
H -0.199 2.400 7.654
H -1.457 -1.721 1.718
H -2.046 -0.195 4.556
C 0.062 4.236 -2.494
C 0.265 4.943 -3.618
C -0.753 5.926 -4.135
O -0.471 6.539 -5.145
C -1.994 6.073 -3.405
C -2.211 5.354 -2.294
C -1.168 4.401 -1.753
O -1.393 3.827 -0.696
O -3.337 5.463 -1.615
O 1.357 4.853 -4.349
H 0.792 3.540 -2.106
H -2.727 6.765 -3.795
H -3.403 4.786 -0.912
H 1.245 5.472 -5.098
C 4.056 -2.128 3.111
C 4.967 -3.098 3.298
C 6.439 -2.867 3.052
O 7.189 -3.796 3.263
C 6.863 -1.562 2.578
C 5.948 -0.602 2.393
C 4.487 -0.832 2.664
O 3.721 0.116 2.497
O 6.249 0.616 1.960
O 4.661 -4.312 3.702
H 3.000 -2.285 3.280
H 7.915 -1.407 2.388
H 5.411 1.110 1.915
H 5.502 -4.809 3.755
C -6.554 -0.806 1.204
C -6.125 0.141 0.360
C -6.967 0.626 -0.794
O -6.493 1.501 -1.491
C -8.268 0.023 -1.001
C -8.698 -0.928 -0.158
C -7.867 -1.395 1.010
O -8.341 -2.248 1.734
O -9.869 -1.528 -0.275
O -4.942 0.734 0.462
H -5.960 -1.161 2.035
H -8.857 0.366 -1.839
H -9.931 -2.168 0.460
H -4.898 1.382 -0.274
C 3.840 0.572 -2.714
C 3.619 0.104 -1.481
C 3.702 -1.363 -1.160
O 3.514 -1.674 0.001
C 4.007 -2.299 -2.222
C 4.220 -1.832 -3.457
C 4.164 -0.364 -3.781
O 4.395 -0.037 -4.928
O 4.507 -2.604 -4.503
O 3.324 0.874 -0.436
H 3.795 1.621 -2.961
H 4.047 -3.350 -1.978
H 4.623 -1.994 -5.260
H 3.237 0.268 0.329
C 2.198 -6.846 -6.117
C 2.520 -5.815 -5.321
C 1.811 -5.573 -4.011
O 2.176 -4.623 -3.339
C 0.743 -6.469 -3.623
C 0.421 -7.497 -4.422
C 1.143 -7.756 -5.721
O 0.789 -8.724 -6.366
O -0.539 -8.362 -4.147
O 3.468 -4.946 -5.620
H 2.699 -7.032 -7.057
H 0.233 -6.276 -2.690
H -0.552 -8.999 -4.889
H 3.534 -4.283 -4.899
*
```

No. 10
A molecular structure, C13H26ClCrN3O5Si2 at a distorted geometry, computed with ωB97M-V/def2-TZVPD.

Its energy above the lowest of the compared OMol25 structures with the same formula, charge and spin is 12.19 kcal/mol. The value obtained for the electronic energy is -85306.5940 eV.

ORCA input file:
```
! RIJCOSX wB97M-V def2-TZVPD def2/J DEFGRID3
* xyz 0 5
Cr 0.259 -0.243 -0.239
O 0.067 -3.252 0.330
Cl 1.302 -2.717 -0.117
O 2.330 -3.661 -0.210
O 1.079 -2.035 -1.421
O 1.677 -1.582 0.760
C 3.095 1.628 1.417
Si 1.415 1.616 2.271
C 1.382 3.141 3.393
C 1.264 0.169 3.476
C 0.053 1.529 0.995
C -1.200 1.013 1.600
C -1.995 1.688 2.535
C -3.112 1.072 3.056
C -3.434 -0.218 2.643
C -2.615 -0.818 1.705
N -1.544 -0.222 1.193
Si -0.225 3.036 -0.064
C -2.026 3.110 -0.669
C 0.016 4.716 0.782
C 0.983 3.071 -1.522
H 3.893 1.515 2.149
H 3.255 2.581 0.911
H 3.215 0.836 0.677
H 2.137 3.001 4.167
H 0.426 3.255 3.902
H 1.602 4.079 2.887
H 2.072 0.224 4.207
H 1.289 -0.813 3.021
H 0.327 0.256 4.030
H -1.713 2.684 2.848
H -3.727 1.585 3.785
H -4.291 -0.743 3.034
H -2.817 -1.820 1.344
H -2.639 3.617 0.076
H -2.473 2.136 -0.852
H -2.088 3.712 -1.578
H -0.561 4.808 1.700
H -0.343 5.486 0.097
H 1.054 4.948 1.015
H 1.186 2.091 -1.953
H 1.940 3.481 -1.203
H 0.614 3.717 -2.318
N -1.581 1.161 -3.827
C -0.753 0.371 -3.102
N 0.085 -0.451 -3.768
O -0.785 0.434 -1.860
H -1.448 1.303 -4.811
H -2.062 1.875 -3.305
H -0.024 -0.608 -4.754
H 0.568 -1.154 -3.231
*
```

Q: Number 2 is which compound?
A: C9H16AlN2PS